(1)
Below is a molecular structure, C44H39N3O6P2SV at a distorted geometry, with properties calculated with ωB97M-V with the def2-TZVPD basis set.

Summary:
⟨S²⟩ = 2.02
HOMO (alpha / beta) = -11.49 / -11.47 eV
net charge = +1
E_LUMO (alpha / beta) = -0.1351 / -0.1180 Eh
multiplicity = 3
frontier orbital gap (alpha / beta) = 0.2873 / 0.3036 Ha

XYZ file:
```
96
C44H39N3O6P2SV, DFT ωB97M-V with the def2-TZVPD basis set
V 0.3356 -0.6896 0.9192
O 2.0780 3.3425 -1.9281
S 1.3998 2.6701 -0.8261
C 0.1191 3.7904 -0.2356
C 0.1346 5.1401 -0.5263
C -0.8623 5.9537 -0.0103
C -1.8368 5.4053 0.8075
C -1.8621 4.0428 1.0666
C -0.8874 3.2074 0.5276
P -1.0139 1.3636 0.4622
C -2.5825 1.1680 1.3854
C -2.5351 1.4566 2.7514
C -3.6830 1.3982 3.5196
C -4.8948 1.0717 2.9277
C -4.9409 0.7431 1.5839
C -3.7858 0.7655 0.8152
C -1.5528 1.3143 -1.2845
C -2.6099 2.1260 -1.6981
C -3.0497 2.0717 -3.0064
C -2.4273 1.2293 -3.9144
C -1.3624 0.4404 -3.5155
C -0.9224 0.4816 -2.2034
C 2.4812 2.9426 0.6272
C 2.8318 4.1879 1.1109
C 3.7998 4.2935 2.0996
C 4.4313 3.1559 2.5776
C 4.0716 1.9056 2.1052
C 3.0878 1.7926 1.1263
P 2.5453 0.1852 0.4754
C 3.7208 -0.9408 1.2963
C 4.8979 -1.3500 0.6767
C 5.7762 -2.1829 1.3489
C 5.4928 -2.6015 2.6381
C 4.3187 -2.1996 3.2587
C 3.4316 -1.3738 2.5927
C 3.0747 0.1591 -1.2512
C 4.0870 0.9986 -1.7097
C 4.5024 0.9068 -3.0242
C 3.9179 -0.0180 -3.8767
C 2.9230 -0.8648 -3.4130
C 2.4973 -0.7828 -2.1007
H 0.9037 5.5305 -1.1777
H -0.8884 7.0055 -0.2503
H -2.6079 6.0350 1.2267
H -2.6575 3.6437 1.6773
H -1.5853 1.7207 3.2060
H -3.6387 1.6223 4.5747
H -5.7996 1.0631 3.5160
H -5.8809 0.4821 1.1213
H -3.8277 0.4693 -0.2255
H -3.0822 2.8008 -0.9957
H -3.8799 2.6857 -3.3215
H -2.7643 1.1969 -4.9377
H -0.8800 -0.2121 -4.2269
H -0.0843 -0.1328 -1.8917
H 2.3592 5.0753 0.7186
H 4.0656 5.2651 2.4880
H 5.2137 3.2391 3.3157
H 4.5699 1.0226 2.4777
H 5.1201 -1.0320 -0.3321
H 6.6824 -2.5086 0.8612
H 6.1842 -3.2442 3.1611
H 4.0970 -2.5341 4.2610
H 2.5006 -1.0591 3.0706
H 4.5456 1.7149 -1.0413
H 5.2850 1.5564 -3.3849
H 4.2432 -0.0818 -4.9033
H 2.4799 -1.5963 -4.0705
H 1.7292 -1.4565 -1.7292
C -1.4416 -5.0829 0.8378
C -2.1458 -4.8345 -0.4904
C -2.5841 -3.3646 -0.7323
C -3.2015 -3.2066 -2.1501
C -4.3058 -4.1946 -2.5010
C -3.5649 -3.0060 0.3662
O -4.7088 -3.3541 0.4170
N -3.0137 -2.2921 1.4434
C -1.8434 -1.6133 1.3570
O -1.2564 -1.0889 2.3142
N -1.2537 -1.4924 0.1707
C -1.3454 -2.4821 -0.7569
O -0.4400 -2.6236 -1.5511
H -1.1848 -6.1368 0.9054
H -2.0763 -4.8434 1.6882
H -0.5171 -4.5132 0.9161
H -3.0342 -5.4622 -0.5380
H -1.4763 -5.1099 -1.3059
H -2.3774 -3.3192 -2.8594
H -3.5842 -2.1855 -2.2441
H -3.9270 -5.2109 -2.5572
H -4.7088 -3.9354 -3.4766
H -5.1115 -4.1561 -1.7747
H -3.5643 -2.2207 2.2920
O 2.5440 -3.7960 0.8762
N 1.4283 -3.3296 0.9693
O 1.1488 -2.1249 1.0166
```

Löwdin charges in e: atom 1 (V): 0.763, atom 2 (O): -0.430, atom 3 (S): 0.928, atom 4 (C): -0.377, atom 5 (C): -0.063, atom 6 (C): -0.042, atom 7 (C): -0.047, atom 8 (C): -0.065, atom 9 (C): -0.323, atom 10 (P): 1.070, atom 11 (C): -0.387, atom 12 (C): -0.121, atom 13 (C): -0.060, atom 14 (C): -0.063, atom 15 (C): -0.059, atom 16 (C): -0.087, atom 17 (C): -0.361, atom 18 (C): -0.087, atom 19 (C): -0.054, atom 20 (C): -0.059, atom 21 (C): -0.051, atom 22 (C): -0.102, atom 23 (C): -0.329, atom 24 (C): -0.038, atom 25 (C): -0.039, atom 26 (C): -0.045, atom 27 (C): -0.051, atom 28 (C): -0.345, atom 29 (P): 1.042, atom 30 (C): -0.381, atom 31 (C): -0.058, atom 32 (C): -0.052, atom 33 (C): -0.057, atom 34 (C): -0.063, atom 35 (C): -0.128, atom 36 (C): -0.397, atom 37 (C): -0.095, atom 38 (C): -0.048, atom 39 (C): -0.049, atom 40 (C): -0.050, atom 41 (C): -0.088, atom 42 (H): 0.121, atom 43 (H): 0.115, atom 44 (H): 0.114, atom 45 (H): 0.103, atom 46 (H): 0.122, atom 47 (H): 0.112, atom 48 (H): 0.111, atom 49 (H): 0.114, atom 50 (H): 0.109, atom 51 (H): 0.113, atom 52 (H): 0.112, atom 53 (H): 0.110, atom 54 (H): 0.114, atom 55 (H): 0.066, atom 56 (H): 0.110, atom 57 (H): 0.116, atom 58 (H): 0.115, atom 59 (H): 0.106, atom 60 (H): 0.107, atom 61 (H): 0.113, atom 62 (H): 0.112, atom 63 (H): 0.113, atom 64 (H): 0.112, atom 65 (H): 0.120, atom 66 (H): 0.116, atom 67 (H): 0.112, atom 68 (H): 0.114, atom 69 (H): 0.082, atom 70 (C): -0.060, atom 71 (C): -0.146, atom 72 (C): -0.275, atom 73 (C): -0.155, atom 74 (C): -0.077, atom 75 (C): -0.367, atom 76 (O): 0.153, atom 77 (N): 0.250, atom 78 (C): -0.572, atom 79 (O): 0.005, atom 80 (N): 0.028, atom 81 (C): -0.423, atom 82 (O): 0.100, atom 83 (H): 0.087, atom 84 (H): 0.079, atom 85 (H): 0.046, atom 86 (H): 0.121, atom 87 (H): 0.134, atom 88 (H): 0.121, atom 89 (H): 0.124, atom 90 (H): 0.076, atom 91 (H): 0.081, atom 92 (H): 0.071, atom 93 (H): 0.185, atom 94 (O): 0.085, atom 95 (N): -0.117, atom 96 (O): -0.292



(2)
Below is a molecular structure, C42H54Cl5MnP3Si, with properties calculated with ωB97M-V with the def2-TZVPD basis set.

Summary:
⟨S²⟩ = 6.29
HOMO (alpha / beta) = -10.89 / -10.65 eV
net charge = +1
E_LUMO (alpha / beta) = -0.1212 / -0.0955 Eh
multiplicity = 5
frontier orbital gap (alpha / beta) = 0.2791 / 0.2959 Ha

XYZ file:
```
106
C42H54Cl5MnP3Si, DFT ωB97M-V with the def2-TZVPD basis set
Mn 0.3626 0.0987 -0.6425
C 0.2377 -4.1333 0.3173
C 0.5029 -3.8571 -1.1648
C 1.9630 -4.1839 -1.4780
P -0.2139 -2.2006 -1.6634
C -0.2750 -2.1845 -3.5117
C -1.2677 -1.1131 -3.9646
C 1.0615 -1.9688 -4.2236
C -1.9407 -2.5609 -1.1924
C -2.7502 -3.4390 -1.9129
C -4.0040 -3.7803 -1.4343
C -4.4560 -3.2536 -0.2291
C -3.6541 -2.3807 0.4882
C -2.3817 -2.0264 0.0215
Si -1.2624 -0.8275 0.9256
C -0.4471 -1.4523 2.4832
C -1.0768 -2.3319 3.3677
C -0.7523 -2.3321 4.7167
C 0.1778 -1.4184 5.1998
C 0.8639 -0.5935 4.3220
C 0.5953 -0.6432 2.9545
P 1.7142 0.0019 1.6627
C 3.0247 -1.3371 1.6816
C 4.4196 -0.8426 1.2710
C 3.1327 -2.1457 2.9752
C 2.4204 1.6067 2.2478
C 3.4898 1.5787 3.3444
C 2.9298 2.4457 1.0696
C -2.4244 0.4553 1.6585
C -3.1782 0.1953 2.8152
C -4.1619 1.0679 3.2405
C -4.4063 2.2351 2.5231
C -3.6501 2.5204 1.4046
C -2.6510 1.6396 0.9689
P -1.5513 2.0552 -0.4347
C -2.8519 2.6886 -1.6320
C -2.6729 4.1057 -2.1684
C -3.2133 1.6721 -2.7178
C -0.5305 3.4137 0.3658
C 0.3518 4.2286 -0.5800
C -1.2633 4.3600 1.3168
H 0.7316 -5.0648 0.5995
H -0.8221 -4.2299 0.5490
H 0.6494 -3.3441 0.9521
H -0.1289 -4.5265 -1.7605
H 2.6363 -3.7329 -0.7467
H 2.2894 -3.8889 -2.4702
H 2.0912 -5.2646 -1.3943
H -0.6550 -3.1754 -3.7801
H -0.9541 -0.1262 -3.6158
H -2.2818 -1.2977 -3.6116
H -1.2887 -1.0752 -5.0552
H 1.4697 -0.9844 -3.9973
H 0.8846 -2.0101 -5.3000
H 1.8121 -2.7179 -3.9882
H -2.4157 -3.8608 -2.8530
H -4.6321 -4.4542 -2.0022
H -5.4382 -3.5165 0.1418
H -4.0314 -1.9578 1.4114
H -1.8609 -2.9905 3.0067
H -1.2487 -3.0121 5.3970
H 0.3980 -1.3758 6.2584
H 1.6292 0.0597 4.7136
H 2.6527 -2.0160 0.9123
H 4.4190 -0.0216 0.5561
H 4.9702 -1.6646 0.8122
H 4.9792 -0.5316 2.1518
H 3.3987 -1.5219 3.8300
H 3.9342 -2.8771 2.8447
H 2.2190 -2.6872 3.2179
H 1.5239 2.0936 2.6518
H 4.4582 1.3053 2.9320
H 3.2738 0.9052 4.1690
H 3.5920 2.5838 3.7586
H 3.8897 2.0723 0.7084
H 3.0830 3.4781 1.3905
H 2.2421 2.4500 0.2262
H -3.0010 -0.7043 3.3914
H -4.7392 0.8443 4.1283
H -5.1725 2.9272 2.8469
H -3.8280 3.4562 0.8882
H -3.7208 2.6995 -0.9774
H -1.8056 4.2055 -2.8157
H -2.5837 4.8411 -1.3694
H -3.5520 4.3702 -2.7606
H -2.5585 1.7123 -3.5834
H -4.2284 1.8838 -3.0605
H -3.2083 0.6487 -2.3361
H 0.1239 2.7838 0.9827
H -0.2422 4.8665 -1.2317
H 0.9968 3.6177 -1.2018
H 0.9912 4.8783 0.0210
H -1.9683 5.0041 0.7892
H -0.5205 5.0132 1.7806
H -1.7940 3.8439 2.1139
Cl 3.0915 -1.2443 -1.5060
C 2.9335 0.3437 -2.2083
C 1.6560 0.9005 -2.2219
C 1.5545 1.9517 -3.1264
Cl -0.0289 2.5201 -3.5670
C 2.6386 2.5469 -3.7768
Cl 2.4216 3.9045 -4.8057
C 3.9191 2.0326 -3.5843
Cl 5.2797 2.7641 -4.3226
C 4.0627 0.8752 -2.8247
Cl 5.6025 0.1284 -2.6693
```

Here are the Löwdin charges for atoms 1 to 99, given in e: atom 1 (Mn): 0.405, atom 2 (C): -0.097, atom 3 (C): -0.494, atom 4 (C): -0.131, atom 5 (P): 1.037, atom 6 (C): -0.517, atom 7 (C): -0.112, atom 8 (C): -0.096, atom 9 (C): -0.394, atom 10 (C): -0.080, atom 11 (C): -0.054, atom 12 (C): -0.056, atom 13 (C): -0.069, atom 14 (C): -0.285, atom 15 (Si): 0.619, atom 16 (C): -0.321, atom 17 (C): -0.096, atom 18 (C): -0.056, atom 19 (C): -0.053, atom 20 (C): -0.084, atom 21 (C): -0.384, atom 22 (P): 1.077, atom 23 (C): -0.529, atom 24 (C): -0.140, atom 25 (C): -0.090, atom 26 (C): -0.521, atom 27 (C): -0.088, atom 28 (C): -0.112, atom 29 (C): -0.266, atom 30 (C): -0.079, atom 31 (C): -0.055, atom 32 (C): -0.055, atom 33 (C): -0.113, atom 34 (C): -0.373, atom 35 (P): 1.085, atom 36 (C): -0.527, atom 37 (C): -0.110, atom 38 (C): -0.121, atom 39 (C): -0.513, atom 40 (C): -0.114, atom 41 (C): -0.094, atom 42 (H): 0.093, atom 43 (H): 0.077, atom 44 (H): 0.053, atom 45 (H): 0.111, atom 46 (H): 0.042, atom 47 (H): 0.043, atom 48 (H): 0.091, atom 49 (H): 0.103, atom 50 (H): 0.028, atom 51 (H): 0.066, atom 52 (H): 0.094, atom 53 (H): 0.054, atom 54 (H): 0.091, atom 55 (H): 0.054, atom 56 (H): 0.107, atom 57 (H): 0.113, atom 58 (H): 0.112, atom 59 (H): 0.099, atom 60 (H): 0.112, atom 61 (H): 0.113, atom 62 (H): 0.114, atom 63 (H): 0.091, atom 64 (H): 0.031, atom 65 (H): 0.035, atom 66 (H): 0.083, atom 67 (H): 0.074, atom 68 (H): 0.077, atom 69 (H): 0.093, atom 70 (H): 0.074, atom 71 (H): 0.102, atom 72 (H): 0.068, atom 73 (H): 0.053, atom 74 (H): 0.091, atom 75 (H): 0.076, atom 76 (H): 0.094, atom 77 (H): 0.029, atom 78 (H): 0.095, atom 79 (H): 0.112, atom 80 (H): 0.114, atom 81 (H): 0.108, atom 82 (H): 0.077, atom 83 (H): 0.025, atom 84 (H): 0.064, atom 85 (H): 0.091, atom 86 (H): 0.033, atom 87 (H): 0.089, atom 88 (H): 0.062, atom 89 (H): 0.063, atom 90 (H): 0.070, atom 91 (H): 0.033, atom 92 (H): 0.087, atom 93 (H): 0.077, atom 94 (H): 0.088, atom 95 (H): 0.067, atom 96 (Cl): 0.773, atom 97 (C): -0.682, atom 98 (C): -0.284, atom 99 (C): -0.696



So what do the calculations give for E? Going down the list: -4340.4488 -6398.1808 a.u..